Record 1
C3H8FN4 | the ωB97M-V functional and the def2-TZVPD basis

## Properties
Charge: +1
HOMO energy (eV): -14.02
LUMO (Eh): -0.1542
Molar mass (Da): 119.12
E (hartree): -437.6438
Relative energy (zero: lowest compared OMol25 entry of this formula, charge and spin) (kcal per mole): 0.00
Gap between HOMO and LUMO (eV): 9.82

Each line ends with the Mulliken charge.
Atoms and positions in Å:
F  0.04  -0.56  -0.41  -0.593
N  0.14  2.02  -0.93  -0.264
N  -0.63  1.24  -2.90  -0.290
N  0.10  -0.51  2.03  0.166
N  -0.11  0.19  1.13  -0.049
C  0.24  -2.93  2.27  -0.448
C  -0.39  2.21  -2.09  0.149
C  0.43  -1.68  2.76  0.028
H  0.58  -3.55  3.06  0.260
H  -0.59  3.15  -2.49  0.383
H  -1.14  1.38  -3.77  0.253
H  -0.32  0.26  -2.68  0.235
H  0.97  -1.54  3.67  0.308
H  0.59  1.09  -0.80  0.326
H  -0.10  -3.36  1.29  0.291
H  0.19  2.59  -0.12  0.244

Record 2
C4H19NO5 | the ωB97M-V functional and the def2-TZVPD basis

## Properties
HOMO energy (eV): -8.90
LUMO (Eh): 0.0212
Molar mass (Da): 161.20
E (hartree): -594.6934
Relative energy (zero: lowest compared OMol25 entry of this formula, charge and spin) (kcal per mole): 42.30
Gap between HOMO and LUMO (eV): 9.48
SMILES: COC[C@H](C)N.O.O.O.O

Each line ends with the Mulliken charge.
Atoms and positions in Å:
O  -34.67  -25.10  -17.41  -0.632
O  -31.08  -20.22  -18.75  -0.640
O  -41.03  -24.28  -24.49  -0.373
O  -33.21  -23.67  -22.13  -0.648
O  -31.59  -26.32  -24.49  -0.622
N  -38.31  -24.01  -23.66  -0.653
C  -39.42  -24.20  -22.71  0.644
C  -38.94  -23.56  -21.36  -1.398
C  -40.72  -23.68  -23.27  -0.759
C  -41.91  -25.42  -24.51  -0.703
H  -39.76  -23.63  -20.64  0.355
H  -34.10  -25.34  -16.68  0.316
H  -35.43  -24.69  -16.99  0.317
H  -38.72  -23.90  -24.57  0.230
H  -38.73  -22.49  -21.43  0.360
H  -42.87  -24.92  -24.35  0.308
H  -40.60  -22.61  -23.42  0.307
H  -33.61  -24.16  -21.41  0.314
H  -31.39  -20.64  -17.94  0.315
H  -31.65  -27.19  -24.88  0.314
H  -41.59  -23.72  -22.62  0.409
H  -32.72  -24.33  -22.63  0.325
H  -30.99  -25.84  -25.06  0.316
H  -41.93  -25.80  -25.53  0.252
H  -31.62  -20.62  -19.44  0.326
H  -38.04  -23.96  -20.89  0.363
H  -37.71  -23.20  -23.60  0.248
H  -41.77  -26.19  -23.76  0.291
H  -39.43  -25.28  -22.61  0.118

Record 3
C29H19BiBr3N4O11S2 | the ωB97M-V functional and the def2-TZVPD basis

## Properties
Charge: -1
HOMO energy (eV): -5.64
LUMO (Eh): 0.0520
Molar mass (Da): 1112.31
E (hartree): -10896.4071
Relative energy (zero: lowest compared OMol25 entry of this formula, charge and spin) (kcal per mole): 4.55
Gap between HOMO and LUMO (eV): 7.05

Each line ends with the Mulliken charge.
Atoms and positions in Å:
Bi  0.01  0.64  -0.53  2.377
Br  2.33  3.75  0.48  -0.135
Br  -0.18  3.75  -1.39  -0.074
Br  -7.84  -2.64  6.17  -0.210
S  0.82  -0.16  -3.43  1.488
S  3.75  0.67  -1.77  1.028
O  -1.14  -1.01  0.41  -0.799
O  4.98  0.31  -1.03  -0.933
O  -1.78  2.12  3.14  -0.723
O  4.09  -1.09  1.27  -0.595
O  0.21  -0.26  -4.73  -0.752
O  3.94  1.83  -2.59  -0.780
O  -1.28  1.78  0.99  -0.523
O  1.07  1.21  -3.01  -0.631
O  2.62  0.76  -0.83  -0.133
O  0.05  -0.89  -2.38  -0.706
O  2.19  -1.78  0.25  -0.514
N  -2.20  0.63  -1.48  0.202
N  -7.51  -1.36  0.25  -0.799
N  -6.60  -0.99  -0.52  -0.213
N  0.90  0.30  1.76  0.242
C  4.65  -1.53  -3.03  -0.771
C  -8.09  -2.85  2.04  -0.334
C  2.36  -1.06  -3.54  0.262
C  -4.62  -1.88  0.70  -0.367
C  1.74  3.83  -1.33  0.060
C  -3.02  -0.20  -0.80  0.403
C  -7.67  -2.26  4.31  0.132
C  3.43  -2.98  -4.50  -0.602
C  -5.24  -1.06  -0.25  -0.080
C  2.62  -0.10  3.35  -0.617
C  -3.26  -1.90  0.90  -1.353
C  1.96  0.67  4.28  -0.431
C  -7.03  -1.09  3.91  -0.641
C  2.06  -0.28  2.09  0.607
C  -4.40  -0.26  -1.08  0.805
C  -7.42  -1.70  1.60  0.074
C  2.78  -1.11  1.07  0.006
C  -1.06  1.70  2.25  0.108
C  -8.20  -3.13  3.39  -0.526
C  -6.90  -0.82  2.56  0.220
C  3.52  -0.74  -2.86  0.191
C  -4.87  0.50  -2.17  -0.424
C  -3.99  1.26  -2.90  -1.197
C  -2.65  1.32  -2.50  -0.327
C  0.74  1.23  3.95  -0.702
C  2.31  -2.19  -4.35  -0.905
C  -2.41  -1.04  0.20  0.735
C  4.61  -2.65  -3.86  -0.617
C  0.25  1.04  2.66  0.465
H  -6.40  0.08  2.24  0.423
H  -5.92  0.45  -2.41  0.503
H  3.39  -3.86  -5.14  0.384
H  5.51  -3.24  -3.99  0.381
H  -5.25  -2.56  1.27  0.470
H  3.58  -0.57  3.56  0.511
H  2.13  3.00  -1.90  -0.240
H  2.03  4.79  -1.74  0.486
H  -2.82  -2.57  1.62  0.500
H  5.55  -1.26  -2.51  0.539
H  -8.71  -4.03  3.72  0.400
H  2.38  0.82  5.27  0.429
H  -4.32  1.81  -3.77  0.399
H  1.38  -2.42  -4.85  0.479
H  4.58  -0.71  0.45  0.478
H  -8.50  -3.53  1.30  0.383
H  -1.94  1.95  -3.03  0.530
H  0.16  1.84  4.63  0.529
H  -6.62  -0.41  4.64  0.425

Record 4
H12O6 | the ωB97M-V functional and the def2-TZVPD basis

## Properties
Charge: -1
Spin multiplicity: 2
HOMO energy (spin up / spin down) (eV): 0.42 / -7.47
LUMO (spin up / spin down) (Eh): 0.1129 / 0.1097
Molar mass (Da): 108.09
E (hartree): -458.6116
Relative energy (zero: lowest compared OMol25 entry of this formula, charge and spin) (kcal per mole): 14.30
Gap between HOMO and LUMO (spin up / spin down) (eV): 2.66 / 10.45
⟨S²⟩: 0.75

Each line ends with the Mulliken charge.
Atoms and positions in Å:
O  -0.18  3.25  -1.90  -1.213
O  2.60  -2.01  -0.19  -0.782
O  -2.34  -1.26  -0.92  -0.838
O  -0.42  -2.87  1.49  -0.775
O  -0.07  -0.03  0.00  -0.965
O  -0.11  2.52  0.72  -0.765
H  -0.57  -2.03  1.06  0.393
H  -1.12  -3.44  1.16  0.328
H  -1.56  -0.79  -0.61  0.392
H  -0.74  2.19  1.36  0.165
H  -0.03  2.99  -0.99  0.399
H  2.53  -2.93  0.07  0.325
H  -0.06  0.90  0.22  0.529
H  0.71  2.58  1.21  0.506
H  -0.01  4.19  -1.92  0.428
H  3.52  -1.90  -0.43  0.346
H  0.85  -0.27  -0.07  0.178
H  -2.99  -1.10  -0.24  0.351

Record 5
C3H7BrN3 | the ωB97M-V functional and the def2-TZVPD basis

## Properties
Charge: +1
HOMO energy (spin up / spin down) (eV): -14.19 / -14.39
LUMO (spin up / spin down) (Eh): -0.2578 / -0.2440
Molar mass (Da): 165.01
E (hartree): -2856.4020
Relative energy (zero: lowest compared OMol25 entry of this formula, charge and spin) (kcal per mole): 79.03
Gap between HOMO and LUMO (spin up / spin down) (eV): 7.17 / 7.75
SMILES: CN1C=NC[N@@H+]1Br

Each line ends with the Mulliken charge.
Atoms and positions in Å:
Br  0.12  2.88  -0.20  0.052
N  -0.53  0.66  -0.37  -0.330
N  0.07  -0.23  0.45  0.231
N  0.72  -0.88  -1.53  -0.374
C  0.87  -1.09  -0.28  0.092
C  -0.16  0.15  -1.82  -0.219
C  -0.05  -0.19  1.88  -0.736
H  0.06  0.68  2.56  0.336
H  -1.09  -0.46  2.05  0.372
H  -1.52  0.81  -0.24  0.402
H  -1.01  -0.25  -2.29  0.323
H  0.73  -1.00  2.20  0.234
H  0.35  0.88  -2.56  0.277
H  1.42  -1.94  0.15  0.340

Record 6
C20H23BF3IN2O3S | the ωB97M-V functional and the def2-TZVPD basis

## Properties
HOMO energy (eV): -8.73
LUMO (Eh): -0.0419
Molar mass (Da): 566.19
E (hartree): -2131.3569
Relative energy (zero: lowest compared OMol25 entry of this formula, charge and spin) (kcal per mole): 0.00
Gap between HOMO and LUMO (eV): 7.59
SMILES: C=CCc1c(C=C)c([C@@H](I)CC)c(B(O)CC)c2nc(C)c(S(=O)(=O)C(F)(F)F)nc12

Each line ends with the Mulliken charge.
Atoms and positions in Å:
I  -0.31  -4.37  -1.02  0.094
S  -1.01  4.76  -0.53  1.134
F  -2.90  5.81  -2.02  -0.218
F  -2.00  4.05  -2.90  -0.235
F  -0.95  5.95  -2.87  -0.219
O  -2.03  5.05  0.44  -0.670
O  2.67  -2.02  -1.20  -0.623
O  0.15  5.58  -0.37  -0.609
N  0.67  1.23  -1.43  -0.138
N  -1.15  2.34  0.45  -0.462
C  2.34  -4.70  0.88  -1.458
C  0.99  3.35  -2.52  -1.709
C  1.15  -1.22  -3.08  -0.425
C  0.35  2.49  -1.46  0.354
C  -1.40  0.18  1.44  0.780
C  -1.07  -1.16  1.47  0.646
C  0.42  -0.92  -0.43  0.167
C  1.62  -3.41  1.29  -0.101
C  -2.34  0.81  2.45  -1.341
C  -1.68  0.96  3.81  -0.206
C  0.07  0.45  -0.47  0.384
C  2.43  -0.62  -3.75  -1.108
C  -1.68  -1.99  2.56  -1.443
C  -2.93  -2.51  2.51  -0.800
C  -0.36  0.95  4.04  -0.787
C  -0.82  1.02  0.45  -0.209
C  -1.77  5.16  -2.20  0.821
C  -0.57  3.00  -0.50  0.210
C  0.19  -3.19  0.71  -1.767
C  -0.14  -1.73  0.54  1.117
B  1.46  -1.42  -1.54  0.425
H  2.97  -1.35  -4.35  0.311
H  2.61  -2.94  -1.49  0.210
H  2.23  -2.53  1.15  0.301
H  0.36  3.30  -3.41  0.267
H  -1.08  -2.22  3.43  0.359
H  0.36  1.51  3.44  0.266
H  1.67  -5.55  0.98  0.378
H  -3.18  0.15  2.62  0.416
H  1.92  2.85  -2.78  0.477
H  -0.47  -3.55  1.49  0.804
H  -2.71  1.77  2.10  0.474
H  0.05  0.37  4.86  0.287
H  0.92  -2.18  -3.56  0.501
H  -3.60  -2.38  3.36  0.312
H  1.49  -3.49  2.38  0.393
H  1.17  4.37  -2.20  0.409
H  3.11  -0.20  -3.01  0.276
H  -3.32  -3.11  1.70  0.273
H  2.17  0.22  -4.39  0.289
H  2.77  -4.62  -0.12  0.291
H  3.13  -4.87  1.60  0.416
H  0.37  -0.49  -3.23  0.282
H  -2.34  1.08  4.67  0.403

Record 7
C18H26FN5S | the ωB97M-V functional and the def2-TZVPD basis

## Properties
HOMO energy (eV): -7.96
LUMO (Eh): 0.0190
Molar mass (Da): 363.51
E (hartree): -1473.3259
Relative energy (zero: lowest compared OMol25 entry of this formula, charge and spin) (kcal per mole): 0.00
Gap between HOMO and LUMO (eV): 8.47
SMILES: CCn1c(CNc2ccc(F)cc2)nnc1SCCN1CCCCC1

Each line ends with the Mulliken charge.
Atoms and positions in Å:
S  1.69  -2.04  0.62  -0.179
F  -3.46  4.31  -0.26  -0.343
N  4.11  0.33  -0.51  0.112
N  -3.99  -1.15  0.22  -0.122
N  -1.22  -1.79  -1.84  -0.808
N  -1.01  -2.13  0.31  0.324
N  0.09  -1.76  -1.56  -0.313
C  -1.89  -2.01  -0.74  1.075
C  3.81  0.64  0.88  -0.307
C  0.21  -1.96  -0.27  0.329
C  -1.22  -1.00  2.48  -0.667
C  3.01  -0.33  -1.19  -0.683
C  5.82  2.07  -0.59  -0.722
C  -4.21  1.06  1.13  -0.289
C  -3.58  2.96  -0.15  0.286
C  -3.82  0.21  0.08  0.501
C  2.86  -1.79  -0.75  -0.981
C  4.54  1.52  -1.21  -0.697
C  -3.37  -2.12  -0.65  -1.512
C  -3.18  2.16  -1.20  -0.811
C  5.58  2.40  0.88  -0.700
C  -3.29  0.78  -1.08  -0.383
C  5.05  1.16  1.58  -0.890
C  -1.27  -2.32  1.71  -0.925
C  -4.10  2.43  1.02  -0.633
H  -4.41  3.08  1.82  0.421
H  6.51  2.74  1.35  0.315
H  2.04  0.20  -1.05  0.407
H  -0.51  -3.00  2.10  0.461
H  -3.76  -2.00  -1.67  0.322
H  3.82  -2.17  -0.40  0.490
H  4.85  3.21  0.96  0.327
H  3.00  1.40  0.95  0.284
H  -1.93  -0.29  2.06  0.142
H  -4.19  -1.45  1.16  0.325
H  4.82  1.37  2.63  0.368
H  -3.65  -3.11  -0.30  0.516
H  6.60  1.31  -0.67  0.302
H  -2.25  -2.80  1.82  0.360
H  -1.47  -1.17  3.52  0.362
H  3.46  -0.27  1.37  0.210
H  2.48  -2.39  -1.57  0.498
H  -4.62  0.62  2.03  0.346
H  -0.23  -0.58  2.42  0.267
H  6.15  2.95  -1.14  0.364
H  4.73  1.26  -2.26  0.411
H  5.82  0.38  1.56  0.329
H  3.23  -0.33  -2.26  0.365
H  -2.97  0.16  -1.90  0.368
H  3.76  2.31  -1.20  0.342
H  -2.77  2.60  -2.09  0.439

Record 8
H20O10 | the ωB97M-V functional and the def2-TZVPD basis

## Properties
HOMO energy (eV): -10.33
LUMO (Eh): -0.0090
Molar mass (Da): 180.15
E (hartree): -764.3615
Relative energy (zero: lowest compared OMol25 entry of this formula, charge and spin) (kcal per mole): 75.57
Gap between HOMO and LUMO (eV): 10.09
SMILES: O.O.O.O.O.O.O.O.O.O

Each line ends with the Mulliken charge.
Atoms and positions in Å:
O  -0.74  -1.56  -2.64  -0.619
O  -0.63  -0.09  -0.16  -0.613
O  2.17  1.07  2.56  -0.657
O  2.22  -1.23  1.24  -0.600
O  2.20  -0.59  -3.17  -0.624
O  1.24  1.19  -1.45  -0.712
O  -1.52  3.03  -1.58  -0.597
O  -2.05  -2.24  2.86  -0.595
O  -0.13  -0.03  3.29  -0.774
O  -3.16  -0.35  -1.05  -0.618
H  2.72  -1.54  0.49  0.293
H  3.03  -0.13  -3.29  0.262
H  -2.78  -0.42  -1.93  0.286
H  -0.10  -0.40  0.57  0.202
H  -0.79  0.55  2.92  0.342
H  1.64  0.03  -2.70  0.451
H  2.06  1.25  -0.95  0.328
H  1.79  -2.01  1.59  0.272
H  -1.62  -1.39  2.95  0.356
H  -2.42  3.20  -1.88  0.311
H  2.48  0.45  1.91  0.348
H  -2.45  -0.02  -0.51  0.401
H  -0.25  -2.19  -2.11  0.299
H  -2.96  -2.09  3.12  0.326
H  -0.46  -0.25  4.16  0.314
H  -0.10  0.59  -0.57  0.476
H  1.25  0.86  2.69  0.352
H  1.19  2.02  -1.92  0.259
H  -0.99  3.06  -2.38  0.290
H  -0.83  -0.79  -2.07  0.244